(1)
{"formula": "C3H5NO2", "method": "ωB97M-V with the def2-TZVPD basis set", "lumo_energy_ev": -0.07, "e_above_lowest_ev": 0.7282, "total_energy_ev": -8776.967, "elements": ["C", "N", "C", "O", "C", "O", "H", "H", "H", "H", "H"], "xyz": [[-0.991, 1.398, -0.063], [0.139, 0.500, -0.003], [-0.025, -0.834, 0.063], [-1.086, -1.433, 0.125], [1.290, -1.605, 0.061], [2.370, -1.062, 0.100], [-1.847, 0.876, 0.368], [-0.789, 2.305, 0.512], [-1.236, 1.670, -1.095], [1.088, 0.837, -0.073], [1.155, -2.701, 0.012]], "forces_ev_per_a": [[-0.17, 0.11, 0.02], [0.05, -0.17, -0.02], [-0.24, 0.13, 0.02], [0.33, 0.13, -0.05], [0.66, 0.15, -0.01], [-0.67, -0.37, -0.05], [0.06, 0.13, -0.05], [-0.01, -0.15, -0.09], [0.04, -0.02, 0.14], [-0.10, -0.04, 0.02], [0.07, 0.09, 0.06]], "nbo_charge": [-0.42, -0.59, 0.54, -0.59, 0.36, -0.50, 0.23, 0.21, 0.20, 0.42, 0.14]}


(2)
{"formula": "C31H64N3O3", "method": "ωB97M-V with the def2-TZVPD basis set", "lumo_energy_ev": -3.61, "e_above_lowest_ev": 12.9552, "total_energy_ev": -43775.134, "charge": 1, "elements": ["C", "C", "C", "N", "C", "N", "C", "C", "C", "C", "C", "C", "C", "C", "C", "C", "C", "O", "C", "N", "C", "C", "C", "C", "C", "C", "C", "C", "C", "C", "O", "C", "H", "H", "H", "H", "H", "H", "H", "H", "H", "H", "H", "H", "H", "H", "H", "H", "H", "H", "H", "H", "H", "H", "H", "H", "H", "H", "H", "H", "H", "H", "H", "H", "H", "H", "H", "H", "H", "H", "H", "H", "H", "H", "H", "H", "H", "H", "H", "H", "H", "H", "H", "H", "H", "H", "H", "H", "C", "C", "C", "O", "C", "H", "H", "H", "H", "H", "H", "H", "H"], "xyz": [[-3.176, 3.346, 1.652], [-3.192, 3.200, 0.171], [-2.604, 1.852, -0.626], [-1.137, 2.157, -0.988], [-0.390, 1.443, -1.888], [-1.082, 0.242, -2.547], [-1.917, 0.657, -3.738], [-3.325, -0.239, -3.625], [-3.154, -1.775, -4.194], [-3.138, -2.937, -3.037], [-1.863, -2.862, -2.000], [-1.760, -4.147, -0.963], [-2.018, -3.555, 0.576], [-2.332, -4.850, 1.541], [-2.772, -4.265, 3.014], [-4.316, -3.622, 2.980], [-5.308, -4.909, 3.374], [-5.323, -4.963, 4.862], [-6.209, -6.036, 5.339], [1.054, 1.660, -2.262], [1.510, 3.092, -2.137], [2.161, 3.229, -0.602], [3.689, 2.614, -0.515], [4.692, 3.733, 0.149], [5.503, 4.555, -1.025], [7.078, 4.118, -1.157], [8.043, 4.705, 0.058], [8.955, 3.477, 0.700], [9.927, 2.743, -0.437], [10.688, 1.395, 0.175], [10.299, 1.128, 1.598], [11.066, -0.058, 2.063], [-2.655, 4.297, 2.096], [-3.698, 2.597, 2.389], [-3.688, 4.062, -0.459], [-2.572, 0.903, 0.073], [-3.295, 1.728, -1.564], [-0.715, 2.964, -0.479], [-0.288, -0.404, -2.830], [-1.388, 0.270, -4.712], [-2.167, 1.814, -3.761], [-3.498, -0.354, -2.449], [-4.264, 0.333, -4.035], [-4.085, -2.014, -4.897], [-2.187, -1.898, -4.865], [-4.182, -3.027, -2.465], [-3.027, -3.978, -3.611], [-1.999, -1.909, -1.323], [-0.873, -2.850, -2.642], [-0.629, -4.515, -0.968], [-2.517, -5.000, -1.223], [-1.113, -2.934, 0.987], [-2.933, -2.824, 0.507], [-1.404, -5.577, 1.569], [-3.203, -5.456, 0.993], [-2.834, -5.156, 3.803], [-2.034, -3.412, 3.364], [-4.585, -3.247, 1.895], [-4.417, -2.730, 3.747], [-4.782, -5.876, 2.925], [-6.378, -4.728, 2.908], [-5.607, -6.992, 5.724], [-6.926, -6.444, 4.490], [-6.881, -5.595, 6.211], [1.707, 0.973, -1.829], [0.644, 3.892, -2.174], [2.381, 3.394, -2.881], [2.041, 4.301, -0.150], [1.489, 2.512, 0.073], [3.712, 1.671, 0.218], [4.081, 2.182, -1.557], [4.092, 4.472, 0.867], [5.531, 3.253, 0.847], [4.966, 4.316, -2.037], [5.459, 5.699, -0.784], [7.522, 4.547, -2.166], [7.174, 2.941, -1.202], [8.782, 5.542, -0.365], [7.423, 5.175, 0.942], [8.205, 2.675, 1.152], [9.622, 3.928, 1.565], [10.715, 3.533, -0.831], [9.295, 2.385, -1.355], [11.853, 1.573, 0.138], [10.427, 0.458, -0.485], [11.246, -0.808, 1.157], [12.114, 0.285, 2.479], [10.474, -0.544, 2.952], [-7.178, 0.174, 1.410], [-7.663, 0.030, -0.009], [-6.497, -0.672, -0.672], [-5.872, -1.481, 0.333], [-6.404, -1.111, 1.613], [-7.983, 0.306, 2.138], [-6.502, 1.033, 1.486], [-8.550, -0.614, -0.035], [-7.916, 0.980, -0.486], [-5.754, 0.047, -1.033], [-6.809, -1.301, -1.511], [-7.061, -1.920, 1.948], [-5.589, -1.001, 2.333]], "forces_ev_per_a": [[0.05, -0.07, -2.93], [0.39, -0.42, 2.71], [-2.22, 0.63, 0.90], [1.07, -0.91, -2.07], [-0.28, -1.79, -0.15], [3.13, 2.99, 1.27], [-1.93, -1.10, -1.13], [0.38, -0.10, 1.44], [-0.78, -0.31, -0.33], [0.27, -1.10, -0.31], [-0.63, -0.40, -0.05], [0.94, 1.57, 0.71], [-0.43, -1.29, -0.76], [-0.35, 1.04, -0.30], [-0.80, -0.20, 0.07], [0.32, -1.35, -0.10], [0.99, 1.35, -0.30], [-1.36, -1.42, -1.92], [-0.72, -0.80, 0.35], [-3.37, 1.13, 0.66], [1.47, 1.57, 2.52], [-0.61, -1.13, -0.01], [0.25, -0.35, 1.23], [1.06, 0.13, 0.09], [0.13, -0.03, 0.23], [0.26, 0.41, -0.06], [0.61, -0.61, 0.04], [-0.18, 0.16, -0.33], [-0.23, -0.03, 0.62], [0.31, 0.65, -0.07], [1.48, -1.34, -1.84], [0.36, 0.10, 0.15], [-2.34, -1.28, -0.84], [2.25, 0.79, -1.49], [2.25, -1.35, 1.03], [-0.27, 1.89, -1.55], [1.84, -0.16, 1.66], [-0.32, -0.91, -0.66], [-1.42, 1.14, 0.22], [-0.90, 1.31, 1.78], [0.80, -2.46, 0.05], [0.23, 0.31, -2.50], [1.97, -1.17, 0.43], [2.08, 0.53, 1.45], [-1.87, 0.39, 1.39], [2.33, 0.51, -1.11], [-0.28, 2.22, 1.14], [0.62, -1.72, -1.55], [-1.92, 0.34, 1.22], [-2.59, 0.37, -0.18], [1.53, 1.63, 0.52], [-1.53, -1.28, -0.93], [1.55, -1.48, 0.33], [-1.77, 1.61, 0.12], [1.68, 1.29, 1.48], [0.45, 2.13, -1.54], [-1.25, -1.99, -0.70], [0.54, -0.74, 2.20], [0.05, -2.00, -1.50], [-1.37, 1.85, 0.90], [1.98, -0.60, 1.16], [-1.10, 2.22, -0.72], [1.41, 1.03, 1.63], [1.52, -1.01, -1.80], [-0.83, 0.61, -0.50], [1.54, -2.02, -0.45], [-2.17, -1.00, 1.22], [0.57, -1.95, -1.06], [1.28, 1.63, -1.26], [-0.30, 2.03, -1.59], [-0.80, 1.29, 2.12], [1.13, -1.66, -1.72], [-1.97, 0.74, -1.52], [0.99, 0.74, 1.76], [0.05, -2.10, -0.69], [-1.08, -0.98, 1.95], [-0.30, 2.34, 0.14], [-1.74, -1.79, 0.90], [1.09, -0.90, -1.85], [1.72, 1.66, -0.87], [-1.37, -1.13, -1.76], [-1.57, -1.72, 0.88], [1.11, 0.80, 1.76], [-2.20, -0.44, 0.05], [0.48, 1.72, 1.30], [-0.52, 1.41, 2.07], [-1.96, -0.65, -0.90], [1.07, 0.89, -1.94], [0.12, 0.42, 0.41], [-0.56, -0.03, -0.33], [0.27, -0.19, -0.19], [-0.11, 0.28, -0.06], [0.03, -0.37, 0.24], [0.13, -0.03, -0.07], [-0.07, -0.04, 0.05], [0.10, 0.11, -0.05], [0.03, -0.13, 0.02], [0.00, 0.10, -0.12], [0.13, -0.01, 0.09], [0.03, 0.05, 0.11], [-0.04, -0.10, -0.13]], "lowdin_charge": [0.01, -0.13, -0.13, 0.10, -0.15, 0.00, -0.19, -0.18, -0.21, -0.22, -0.23, -0.20, -0.23, -0.22, -0.21, -0.16, -0.21, -0.27, -0.13, 0.02, -0.19, -0.19, -0.22, -0.21, -0.22, -0.22, -0.21, -0.21, -0.16, -0.21, -0.28, -0.12, 0.08, 0.08, 0.11, 0.15, 0.11, 0.14, 0.13, 0.13, 0.14, 0.09, 0.12, 0.12, 0.11, 0.13, 0.12, 0.08, 0.11, 0.12, 0.11, 0.12, 0.10, 0.12, 0.12, 0.12, 0.11, 0.09, 0.12, 0.13, 0.13, 0.10, 0.10, 0.11, 0.14, 0.13, 0.14, 0.12, 0.10, 0.12, 0.12, 0.12, 0.12, 0.10, 0.11, 0.12, 0.11, 0.12, 0.11, 0.11, 0.12, 0.12, 0.09, 0.13, 0.12, 0.10, 0.10, 0.10, -0.17, -0.17, -0.21, -0.16, -0.22, 0.12, 0.11, 0.12, 0.12, 0.10, 0.12, 0.12, 0.11]}


Computed frontier orbital gap (eV) in order:
9.9; 7.5